1.
114
Properties=species:S:1:pos:R:3 method="wB97M-V/def2-TZVPD" molar_mass_g_mol=1148.8 orbital_gap_ev="5.789 / 5.789" charge=+1 total_energy_ha=-4527.45163 fmax_ha_per_bohr=0.0639
W -0.12353 0.05818 -0.03423
O -1.53355 -0.28793 4.50512
C -0.64075 -1.25816 4.80111
C -0.48574 -1.61089 6.13961
C 0.38876 -2.61594 6.49809
C 1.11735 -3.30289 5.52756
C 0.97076 -2.96097 4.20245
C 0.10629 -1.92508 3.82021
C 0.02178 -1.56017 2.40405
O -0.39786 -0.36528 2.01017
N 0.41752 -2.42122 1.51626
N 0.25328 -1.90583 0.26912
C 0.37719 -2.73144 -0.74514
C -0.09103 -2.23152 -1.97834
C -0.04972 -2.95415 -3.18034
C -0.56116 -2.39876 -4.32331
C -1.13198 -1.12128 -4.26028
C -1.13466 -0.45747 -3.06127
N -0.61914 -0.97122 -1.93108
H -1.52915 -0.12358 3.54897
H -1.07537 -1.08727 6.88057
H 0.49891 -2.87698 7.54237
H 1.79269 -4.09822 5.81162
H 1.52264 -3.47245 3.42651
H 0.74638 -3.73381 -0.58876
H 0.40032 -3.93728 -3.17175
H -0.53513 -2.93676 -5.26115
H -1.56072 -0.66097 -5.13823
H -1.57441 0.52629 -2.97777
C 1.82106 3.87862 1.88993
N 1.21482 2.71812 1.22434
P 2.05110 1.21402 1.11307
C 3.01760 1.08956 2.66547
C 2.70977 0.07498 3.56350
C 3.45300 -0.10952 4.71996
C 4.52777 0.72388 4.98086
C 4.84924 1.73801 4.08626
C 4.10713 1.92142 2.93266
C 3.45112 1.60336 0.01182
C 4.48828 0.67001 -0.02232
C 5.57781 0.86592 -0.85250
C 5.64292 2.00058 -1.65172
C 4.60706 2.92149 -1.63526
C 3.50656 2.71916 -0.81194
P -0.48984 2.48554 1.25720
C -0.87313 3.15395 2.91761
C -0.44824 2.39434 4.00731
C -0.67128 2.83225 5.30096
C -1.29621 4.05168 5.51812
C -1.70023 4.82469 4.43908
C -1.50655 4.37610 3.14111
C -1.15676 3.79343 0.17961
C -2.54575 3.83795 0.05580
C -3.15035 4.82521 -0.70494
C -2.36903 5.77854 -1.34465
C -0.98664 5.72590 -1.24145
C -0.37885 4.73274 -0.48432
H 2.07164 3.66770 2.93074
H 1.12994 4.71947 1.87359
H 2.73020 4.17073 1.36173
H 1.89080 -0.58525 3.35504
H 3.18696 -0.90700 5.40246
H 5.12307 0.57764 5.87251
H 5.69261 2.38575 4.28799
H 4.38436 2.70234 2.23672
H 4.43362 -0.21036 0.60854
H 6.37305 0.13227 -0.87805
H 6.50545 2.16737 -2.28431
H 4.65389 3.80120 -2.26508
H 2.69676 3.43893 -0.80754
H 0.07333 1.46082 3.83464
H -0.36738 2.21804 6.13837
H -1.46435 4.40322 6.52746
H -2.17061 5.78492 4.60558
H -1.84269 4.98402 2.31433
H -3.15227 3.09870 0.56981
H -4.22828 4.85270 -0.79596
H -2.83890 6.56435 -1.92135
H -0.37621 6.46463 -1.74528
H 0.70114 4.69208 -0.40733
Cl 3.51506 1.81322 -6.27278
C 2.88500 1.18983 -4.78891
C 3.41026 -0.00566 -4.27996
C 2.94681 -0.49878 -3.08221
Cl 3.56645 -1.98620 -2.46435
C 1.96414 0.17488 -2.33668
O 1.61681 -0.25452 -1.16473
C 1.39662 1.35293 -2.90752
C 0.36355 2.02251 -2.24152
O -0.17153 1.60475 -1.17420
C 1.88947 1.85360 -4.13165
H 4.17803 -0.53789 -4.82371
H -0.04174 2.95304 -2.63098
H 1.47010 2.76392 -4.54251
C -3.56228 0.86079 -1.34208
Si -2.68324 -0.20882 -0.00829
C -3.60147 0.20701 1.62191
C -3.19989 -2.01048 -0.39063
C -2.71182 -3.05787 0.39715
C -3.01995 -4.38119 0.12106
C -3.83939 -4.69311 -0.95483
C -4.35266 -3.67107 -1.73891
C -4.03012 -2.34965 -1.46040
H -4.58193 1.10402 -1.03783
H -3.63118 0.33440 -2.29601
H -3.03996 1.80192 -1.53028
H -4.65530 0.39523 1.41078
H -3.20404 1.08477 2.14301
H -3.56172 -0.63251 2.32069
H -2.08455 -2.84200 1.25600
H -2.62201 -5.17115 0.74646
H -4.08222 -5.72467 -1.17518
H -5.01077 -3.90043 -2.56792
H -4.44600 -1.57142 -2.08922

2.
119
Properties=species:S:1:pos:R:3 method="wB97M-V/def2-TZVPD" molar_mass_g_mol=1058.9 orbital_gap_ev="4.866 / 4.855" relative_energy_kj_mol=322.4 total_energy_ha=-5016.77442 fmax_ha_per_bohr=0.1065
Ti 0.12900 0.00200 -1.12020
N -1.20280 -7.49400 -4.16550
C -0.93660 -6.15280 -4.08870
C -1.79300 -5.29430 -3.38680
C -1.51440 -3.94570 -3.30020
C -0.37320 -3.44260 -3.89580
C 0.50030 -4.27450 -4.57410
C 0.21930 -5.62100 -4.67520
S -0.01560 -1.70530 -3.82160
O -1.23410 -0.92690 -3.76500
O 0.89550 -1.37400 -4.88210
N 0.63580 -1.40610 -2.34570
C 1.75300 -1.97840 -1.91510
N 2.41140 -2.88200 -2.64470
C 3.57280 -3.28700 -2.17180
C 4.07900 -2.85900 -0.95150
C 3.28690 -1.98060 -0.22760
N 2.12500 -1.54310 -0.68170
H -2.12260 -7.80920 -3.91130
H -0.70690 -8.04610 -4.84540
H -2.67490 -5.69540 -2.91410
H -2.17740 -3.26450 -2.79250
H 1.38200 -3.83520 -5.01070
H 0.88840 -6.27810 -5.21170
H 4.11740 -3.97560 -2.80500
H 5.03760 -3.18450 -0.58480
H 3.59900 -1.60690 0.74160
C 1.18630 1.51390 -3.47720
N 0.54000 1.58430 -2.18740
C -0.78810 1.77020 -2.14190
C -1.44270 2.54130 -1.11080
C -2.53150 3.37280 -1.38350
C -2.74060 4.18210 -0.26320
C -1.80210 3.80940 0.66210
N -1.01800 2.80690 0.18100
C 2.54930 0.86670 -3.38630
C 3.14390 0.33950 -4.52910
C 4.38850 -0.25990 -4.45820
C 5.06050 -0.33290 -3.24820
C 4.49080 0.21660 -2.11310
C 3.24140 0.81500 -2.17850
H 1.32060 2.55370 -3.83190
H 0.56850 0.98490 -4.22650
H -1.36070 1.72090 -3.08420
H -3.05820 3.42260 -2.31750
H -3.47640 4.95250 -0.14310
H -1.62390 4.21220 1.63940
H 2.62090 0.37700 -5.47250
H 4.83150 -0.68490 -5.34780
H 6.02830 -0.81060 -3.18830
H 5.01150 0.16550 -1.16540
H 2.81920 1.26530 -1.28410
C 1.28370 1.59830 4.06940
N 0.99420 1.07370 2.75130
P 1.51940 -0.47230 2.24440
C 0.63930 -1.67660 3.33670
C 0.70910 -3.00060 2.90230
C 0.06720 -4.00690 3.59800
C -0.66690 -3.69840 4.73280
C -0.76050 -2.38350 5.15590
C -0.12410 -1.37240 4.45760
C 3.18470 -0.47390 3.01080
C 3.70130 -1.50160 3.78710
C 5.02110 -1.45240 4.20160
C 5.83040 -0.38950 3.83730
C 5.31820 0.63690 3.05760
C 4.00680 0.58650 2.63280
P 0.00470 1.97430 1.54100
C 0.91330 3.59160 1.79400
C 1.71580 3.91770 0.70200
C 2.55740 5.01480 0.73270
C 2.59450 5.82930 1.85370
C 1.76630 5.54650 2.92570
C 0.94020 4.43100 2.90320
C -1.51940 1.66360 2.58750
C -1.97240 2.51120 3.58890
C -2.97600 2.11690 4.45820
C -3.52920 0.85280 4.35400
C -3.09720 -0.00030 3.35230
C -2.10350 0.40170 2.48090
H 1.84090 0.85600 4.64220
H 0.36720 1.84560 4.61740
H 1.89760 2.50310 4.01100
H 1.28850 -3.23350 2.01430
H 0.13350 -5.02770 3.25090
H -1.16700 -4.48220 5.28110
H -1.33730 -2.13950 6.03640
H -0.22180 -0.35220 4.79560
H 3.06390 -2.32830 4.07250
H 5.41020 -2.24960 4.81740
H 6.86220 -0.36510 4.15330
H 5.94190 1.47340 2.78070
H 3.59110 1.37080 2.01090
H 1.67090 3.30400 -0.19110
H 3.18190 5.23560 -0.12220
H 3.24720 6.69110 1.88080
H 1.75880 6.20020 3.78850
H 0.32040 4.24240 3.76710
H -1.56350 3.50320 3.69550
H -3.32200 2.80660 5.21580
H -4.29380 0.53210 5.04360
H -3.53270 -0.98330 3.24620
H -1.78880 -0.29790 1.71730
F -5.15550 -4.08410 0.72350
C -4.67110 -3.83990 -0.51980
F -4.20640 -5.04500 -0.94140
F -5.73940 -3.57260 -1.28270
C -3.63030 -2.78830 -0.57520
C -3.82560 -1.57250 -1.26670
C -2.78700 -0.69440 -1.38400
N -1.54350 -0.93780 -0.88490
C -1.37760 -2.09170 -0.15720
C -2.36930 -3.01280 0.01420
H -4.78150 -1.34750 -1.70990
H -2.91660 0.24010 -1.91210
H -0.39130 -2.24570 0.28520
H -2.20160 -3.91420 0.58280
O 1.00680 1.29300 0.30030
O -0.16480 0.49160 0.63170

3.
111
Properties=species:S:1:pos:R:3 method="wB97M-V/def2-TZVPD" molar_mass_g_mol=1055.3 orbital_gap_ev=6.693 charge=-2 total_energy_ha=-9282.16282 fmax_ha_per_bohr=0.0761
Ca -0.27970 0.58927 -0.14064
C -2.13716 -2.66344 1.41280
P -2.53792 -1.07453 2.41188
C -4.32442 -0.79104 2.18011
C -4.67256 0.56957 2.33314
C -6.02164 0.87155 2.17070
C -6.93953 -0.10091 1.87586
C -6.56549 -1.41496 1.60301
C -5.22685 -1.72114 1.88313
C -2.57181 -1.71895 4.08994
C -1.68929 -2.69326 4.57527
C -1.62600 -3.03033 5.92328
C -2.24279 -2.27027 6.93856
C -3.06402 -1.21855 6.46504
C -3.22804 -0.98752 5.11220
C -2.33559 -2.38667 -0.06461
C -3.11516 -3.07510 -0.95986
C -2.86955 -2.40501 -2.23897
C -1.95394 -1.44572 -1.99290
C -1.31046 -0.45419 -2.94578
P -1.22279 -0.87226 -4.72779
C 0.30002 -1.90500 -4.77275
C 1.51503 -1.54273 -4.23274
C 2.67247 -2.29638 -4.53589
C 2.61236 -3.38371 -5.37516
C 1.38431 -3.76159 -5.91534
C 0.25741 -2.98508 -5.64472
C -0.49651 0.70996 -5.39233
C 0.17552 1.69877 -4.54117
C 0.67400 2.81413 -5.13346
C 0.57472 3.06497 -6.50208
C -0.03488 2.15335 -7.29940
C -0.60703 0.96868 -6.72114
N -1.52482 -1.40221 -0.65798
H -2.67710 -3.41454 1.99630
H -1.08166 -2.77774 1.60463
H -3.93298 1.36676 2.43790
H -6.38742 1.89620 2.21186
H -7.99104 0.09760 1.79635
H -7.31324 -2.12381 1.28660
H -4.79226 -2.72271 1.72865
H -1.17142 -3.22972 3.83508
H -0.96822 -3.84468 6.20751
H -2.13202 -2.54840 7.98641
H -3.61023 -0.55577 7.14741
H -3.97615 -0.17111 4.89803
H -3.69961 -3.97388 -0.70234
H -3.32740 -2.66150 -3.20469
H -0.24366 -0.38387 -2.60262
H -1.62277 0.57001 -3.00032
H 1.53600 -0.66183 -3.62525
H 3.63878 -2.02259 -4.05634
H 3.42466 -4.04829 -5.64882
H 1.38893 -4.61114 -6.58872
H -0.73884 -3.18176 -5.99111
H 0.31390 1.50633 -3.46953
H 1.30183 3.40946 -4.44842
H 1.01401 3.96629 -6.97954
H -0.26473 2.35614 -8.36162
H -0.99963 0.17732 -7.34757
Br 0.76517 3.81859 0.28117
C -1.06598 4.46132 0.56991
C -1.31852 5.55963 1.30698
C -2.64910 5.97949 1.55788
C -3.67273 5.44570 0.87242
C -3.50424 4.24309 0.06029
C -4.49177 3.50850 -0.59293
C -4.26081 2.23699 -1.08342
C -2.93170 1.71915 -1.02622
C -1.81953 2.41639 -0.62483
C -2.13430 3.69100 -0.04224
H -0.42851 6.06107 1.65683
H -2.92298 6.83349 2.18442
H -4.65532 5.94597 0.87230
H -5.53921 3.87542 -0.50022
H -5.11918 1.69355 -1.48882
H -2.95032 0.59614 -1.19848
C 1.95317 -1.64241 3.89610
As 1.44067 0.15557 3.37030
C 3.15747 1.06783 3.23195
C 0.39009 0.90844 4.82359
O 0.68372 0.16194 1.86003
H 1.04736 -2.21019 4.18306
H 2.70722 -1.61814 4.72934
H 2.35664 -2.17626 3.01282
H 2.82464 1.79659 2.48282
H 3.89157 0.33116 2.87666
H 3.42190 1.53293 4.19761
H 1.02295 1.02483 5.69561
H -0.52198 0.31824 5.05195
H 0.05789 1.89196 4.46782
Cl 3.26170 0.41431 7.15790
C 7.90163 -1.83910 1.23311
C 8.90031 -1.97728 0.10678
O 9.61350 -2.94692 -0.10955
S 9.05602 -0.58877 -1.02593
C 7.37406 -0.02794 -1.13752
C 6.59483 -0.61363 -2.09235
C 5.21615 -0.30439 -2.24800
C 4.60292 0.51686 -1.32546
C 5.41877 1.09382 -0.32642
C 6.77054 0.81131 -0.25468
C 3.22200 0.81277 -1.33451
C 2.01123 0.81106 -1.11274
H 8.24016 -0.96235 1.86935
H 7.90699 -2.70784 1.90143
H 6.96689 -1.63213 0.75953
H 7.02928 -1.26683 -2.78164
H 4.58190 -0.63499 -3.10506
H 4.94773 1.74779 0.45691
H 7.39356 1.41375 0.39409

4.
107
Properties=species:S:1:pos:R:3 method="wB97M-V/def2-TZVPD" molar_mass_g_mol=995.8 orbital_gap_ev=6.120 relative_energy_kj_mol=0.0 charge=-1 total_energy_ha=-6010.32566 fmax_ha_per_bohr=0.0167
Pd -0.06738 0.00691 -0.79456
C -0.36725 2.95197 -3.19101
Si -0.19905 2.26723 -1.43188
C -1.69392 3.01468 -0.52610
C -1.97876 4.37807 -0.40155
C -3.12257 4.81733 0.23981
C -4.02845 3.89446 0.75442
C -3.79267 2.54005 0.60537
C -2.63498 2.10034 -0.03574
P -2.23048 0.34122 -0.41024
C -2.98809 -0.62621 0.93896
C -4.37735 -0.70350 1.09651
C -4.92597 -1.39164 2.16445
C -4.09068 -2.01572 3.08798
C -2.71861 -1.95850 2.92698
C -2.16955 -1.27122 1.85008
C -3.34590 -0.02980 -1.82432
C -3.91115 -1.28918 -2.00473
C -4.65258 -1.57258 -3.14408
C -4.83760 -0.60100 -4.11561
C -4.27790 0.65843 -3.94411
C -3.53527 0.93846 -2.80857
C 1.47783 2.97330 -0.86909
C 1.76244 4.27376 -0.46416
C 3.04344 4.64049 -0.07036
C 4.07467 3.71366 -0.10196
C 3.82640 2.41839 -0.53628
C 2.54176 2.05643 -0.91271
P 2.07949 0.39101 -1.54151
C 3.54047 -0.65736 -1.16983
C 3.86281 -0.95235 0.15647
C 4.93106 -1.78610 0.44791
C 5.68845 -2.34270 -0.57254
C 5.37352 -2.05919 -1.89167
C 4.30383 -1.22496 -2.18808
C 2.20293 0.62276 -3.35266
C 3.23132 1.35145 -3.94597
C 3.25478 1.53999 -5.31804
C 2.25197 0.99315 -6.11138
C 1.22759 0.26425 -5.52783
C 1.19990 0.08601 -4.15086
H -0.54697 4.02817 -3.10952
H -1.18804 2.51462 -3.76078
H 0.54893 2.80743 -3.76430
H -1.29010 5.11279 -0.80386
H -3.31221 5.87872 0.34482
H -4.91976 4.23346 1.26732
H -4.49970 1.83119 1.01276
H -5.03337 -0.24537 0.36664
H -6.00204 -1.44562 2.27402
H -4.51748 -2.54346 3.93221
H -2.05478 -2.42748 3.64333
H -1.09450 -1.21985 1.71974
H -3.77131 -2.05949 -1.25772
H -5.08001 -2.55950 -3.26986
H -5.41533 -0.82216 -5.00427
H -4.41697 1.42479 -4.69592
H -3.10907 1.92576 -2.68234
H 0.97219 5.01450 -0.41840
H 3.23494 5.64963 0.27375
H 5.06987 3.99292 0.22089
H 4.62959 1.69094 -0.55702
H 3.26133 -0.54518 0.96087
H 5.15899 -2.00911 1.48297
H 6.51496 -3.00377 -0.34047
H 5.94695 -2.49847 -2.69871
H 4.06343 -1.03090 -3.22323
H 4.00805 1.78768 -3.32814
H 4.05200 2.11688 -5.76985
H 2.26977 1.14326 -7.18376
H 0.44070 -0.15959 -6.13871
H 0.39223 -0.45965 -3.67488
C -1.12683 -1.26543 7.31289
C -0.60714 -0.82806 5.96967
C 0.52037 -1.40892 5.40550
C 1.01985 -1.00337 4.16875
C 2.26113 -1.65730 3.63410
C 0.37323 0.01713 3.45391
Se 1.07130 0.60850 1.77871
C -0.76708 0.61451 4.01857
C -1.49504 1.71415 3.30090
C -1.23288 0.18641 5.25562
H -0.65195 -2.19346 7.63375
H -2.20586 -1.43251 7.28773
H -0.93443 -0.51378 8.08269
H 1.03492 -2.20227 5.94016
H 2.53402 -2.52046 4.24423
H 3.09875 -0.95320 3.62853
H 2.12887 -1.97169 2.59974
H -1.72311 1.43020 2.27135
H -0.86911 2.60607 3.22088
H -2.42258 1.96591 3.81818
H -2.12331 0.65539 5.66530
Cl 1.80705 -3.17237 -3.04982
C 1.55342 -3.59819 -1.35944
C 2.48742 -4.43119 -0.77032
C 2.28220 -4.89084 0.52023
C 1.11014 -4.51923 1.17644
C 0.20196 -3.67312 0.57542
C 0.39769 -3.13476 -0.71204
C -0.53206 -2.20042 -1.32522
H 3.36230 -4.71886 -1.33856
H 3.00730 -5.54037 0.99191
H 0.91120 -4.88463 2.17671
H -0.69683 -3.39382 1.11166
H -1.55827 -2.37984 -1.00877
H -0.45741 -2.18513 -2.40847